Entry from OMol25: a structure of composition C19H17IN7Os (wB97M-V/def2-TZVPD).

Computed properties:
* E_LUMO (alpha / beta): -0.3464 / -0.4477 hartree
* expectation value of S²: 6.043
* energy relative to the best compared isomer or geometry (same formula, charge and spin): 15.5 kcal per mole
* energy: -1504.8088 Eh

ORCA input file:
```
! wB97M-V def2-TZVPD RIJCOSX def2/J DEFGRID3
* xyz 3 5
Os 0.51857 0.27605 -0.10800
I -0.31310 2.50655 -1.30111
C -0.65297 1.51003 -3.09555
C -1.06645 2.22768 -4.20882
C -1.32420 1.54075 -5.38699
C -1.17632 0.16036 -5.42491
C -0.75340 -0.55636 -4.29095
C -0.61342 -1.95553 -4.34529
C -0.19154 -2.66234 -3.21844
C 0.11012 -1.99252 -2.05094
C 0.00363 -0.58561 -1.91338
C -0.46166 0.12571 -3.07345
H -1.18991 3.30246 -4.17113
H -1.64393 2.08148 -6.26741
H -1.38865 -0.37904 -6.33977
H -0.83925 -2.48006 -5.26564
H -0.09317 -3.73854 -3.26848
H 0.44647 -2.58629 -1.21253
N 2.60521 -2.96589 1.61866
C 2.67677 -1.91156 0.82504
N 1.44996 -1.39515 0.72593
C 0.66752 -2.21702 1.51834
N 1.35246 -3.17650 2.06359
C -0.76500 -1.95303 1.64774
C -1.64736 -2.74779 2.36487
N -2.93973 -2.45068 2.41928
C -3.36190 -1.38209 1.76488
C -2.48867 -0.57432 1.03490
N -1.19340 -0.86378 0.98746
H 3.35178 -3.59150 1.90215
H 3.57615 -1.55300 0.34983
H -1.30299 -3.62767 2.89580
H -4.41857 -1.14818 1.81041
H -2.83908 0.29695 0.49705
C 2.64581 3.71948 3.53205
N 1.40502 2.91355 3.45148
C 0.40025 3.08722 4.52441
C 1.17311 2.16527 2.44471
N 0.95984 1.46232 1.53188
H 3.11170 3.52844 4.49621
H 2.38691 4.77310 3.44492
H 3.32417 3.43011 2.73440
H 0.89141 2.90744 5.47820
H -0.40830 2.37441 4.38928
H 0.01612 4.10509 4.48931
*
```

=====

Entry from OMol25: a cluster of 10 separate species, C46H71F3O14 in total (wB97M-V/def2-TZVPD).

Computed properties:
* E_LUMO: 0.0213 hartree
* energy: -3148.3397 Eh
* SMILES: CCOC(C)=O.CCOC(C)=O.CCOC(C)=O.CCOC(C)=O.CCOC(C)=O.CCOC(C)=O.CCOC(C)=O.Fc1ccccc1.Fc1ccccc1.Fc1ccccc1

ORCA input file:
```
! wB97M-V def2-TZVPD RIJCOSX def2/J DEFGRID3
* xyz 0 1
F 2.77147 -6.58067 -0.84631
C 1.62184 -6.06295 -0.50275
C 0.51598 -6.15394 -1.37891
C -0.71600 -5.60055 -1.03366
C -0.79631 -4.88409 0.10913
C 0.31380 -4.71275 0.92533
C 1.53065 -5.35452 0.68104
H 0.72473 -6.66536 -2.33499
H -1.57196 -5.70350 -1.70608
H -1.71884 -4.36343 0.43950
H 0.16578 -4.00005 1.74583
H 2.44528 -5.11060 1.19172
F -3.80442 5.53601 -4.08812
C -3.43678 5.00079 -2.89620
C -3.77162 3.69489 -2.58741
C -3.41183 3.18911 -1.37239
C -2.61917 3.95836 -0.46864
C -2.27396 5.29050 -0.82559
C -2.67520 5.82187 -2.04999
H -4.35389 3.16382 -3.29633
H -3.71153 2.15585 -1.04813
H -2.35791 3.52749 0.46706
H -1.69056 5.89682 -0.12946
H -2.29176 6.75415 -2.40833
F -0.45325 -2.56618 -2.41167
C -0.08971 -1.66704 -1.46503
C -0.89806 -0.60500 -1.16739
C -0.65250 0.22189 -0.18667
C 0.45786 -0.03399 0.55680
C 1.34992 -1.12425 0.34367
C 1.04579 -1.97761 -0.71868
H -1.80140 -0.35228 -1.75161
H -1.18398 1.14863 -0.13927
H 0.60834 0.64141 1.43847
H 2.19406 -1.33215 0.97712
H 1.55342 -2.87258 -0.98022
O 0.85060 1.71590 5.13993
C 0.18392 0.89107 5.70000
O 0.22107 -0.41079 5.27495
C 1.18234 -0.67425 4.20986
C 1.33901 -2.22624 4.22699
C -0.55707 0.98757 6.99201
H 2.00735 -0.06183 4.48711
H 0.88126 -0.29748 3.24472
H 1.49554 -2.50065 3.17497
H 0.44547 -2.69870 4.67477
H 2.18941 -2.56793 4.85416
H 0.21438 0.97382 7.81011
H -1.15170 0.09109 7.14273
H -1.11711 1.88616 7.15636
O -3.70067 0.63546 0.79738
C -3.52121 0.60265 1.95844
O -4.42546 1.21741 2.82311
C -5.42669 2.06741 2.27990
C -6.28778 2.60284 3.37456
C -2.43294 -0.07251 2.78352
H -6.06485 1.63928 1.50270
H -4.92306 2.86415 1.81609
H -6.82086 3.48486 2.97939
H -5.63414 2.89341 4.15407
H -6.95937 1.74874 3.66342
H -2.87733 -1.00196 3.25274
H -2.13576 0.60217 3.54815
H -1.67584 -0.35149 2.05186
O 0.50695 -0.17298 -4.61418
C 1.29038 0.43680 -3.96073
O 1.18918 1.70728 -3.50732
C -0.15354 2.17101 -3.60004
C -0.52476 2.66041 -5.01277
C 2.62869 -0.14394 -3.57505
H -0.08629 3.04084 -2.95067
H -0.83853 1.45024 -3.12894
H -0.85239 1.92787 -5.77595
H 0.33486 3.23795 -5.37654
H -1.33385 3.35648 -4.91481
H 3.07226 -0.76173 -4.35447
H 2.45700 -0.79294 -2.77104
H 3.26397 0.62042 -3.20361
O 4.46370 0.74906 1.81940
C 4.83944 0.91925 0.68868
O 6.14783 0.75349 0.29085
C 6.98382 0.07877 1.25571
C 8.38463 0.07546 0.75181
C 3.96949 1.34853 -0.47009
H 6.52355 -0.88248 1.51012
H 6.88289 0.65183 2.21093
H 9.03533 -0.28364 1.58310
H 8.67873 1.06194 0.48730
H 8.49264 -0.66695 -0.05652
H 3.33297 0.50682 -0.66996
H 4.61728 1.48571 -1.33179
H 3.35168 2.25808 -0.23290
O 4.79623 -2.15111 -0.67977
C 5.19901 -2.84076 -1.60502
O 5.91114 -2.34948 -2.68584
C 6.18800 -0.91434 -2.65215
C 6.47809 -0.57368 -4.05895
C 5.01184 -4.32765 -1.63198
H 7.03588 -0.95445 -1.94882
H 5.37045 -0.42975 -2.09538
H 6.63534 0.51126 -4.08778
H 5.59200 -0.71400 -4.73180
H 7.33875 -1.12734 -4.46276
H 5.98491 -4.84685 -1.56322
H 4.43931 -4.62367 -2.55411
H 4.58939 -4.72392 -0.73387
O -1.34896 2.47979 2.21198
C -1.45499 3.45365 2.93133
O -0.42081 4.32094 3.18933
C 0.81056 4.03773 2.59669
C 1.83642 4.88778 3.16374
C -2.64694 3.87339 3.73361
H 0.81318 4.16297 1.56015
H 0.97922 2.95123 2.81911
H 1.96897 4.87697 4.31726
H 1.58873 5.93582 2.89984
H 2.81672 4.63379 2.69640
H -3.17982 4.69509 3.19204
H -2.31455 4.30737 4.65764
H -3.28532 3.01676 3.85474
O -4.76142 -4.60361 -3.21716
C -5.07602 -3.55819 -2.80836
O -6.32859 -2.99905 -3.00310
C -7.27867 -3.90102 -3.63846
C -8.65940 -3.34485 -3.33542
C -4.19662 -2.56122 -2.04812
H -7.14759 -4.86054 -3.18057
H -7.06265 -3.81813 -4.68412
H -8.91294 -2.34866 -3.75886
H -8.85236 -3.45539 -2.29105
H -9.40353 -4.02904 -3.79653
H -3.85100 -3.13218 -1.18534
H -4.82802 -1.67558 -1.82855
H -3.34860 -2.39196 -2.80311
*
```

=====

Entry from OMol25: a cluster of 2 separate species, C2HCl3NO2 in total (wB97M-V/def2-TZVPD).

Computed properties:
* E_LUMO: 0.1124 hartree
* energy relative to the best compared isomer or geometry (same formula, charge and spin): 74.9 kcal per mole
* energy: -1662.5852 Eh

ORCA input file:
```
! wB97M-V def2-TZVPD RIJCOSX def2/J DEFGRID3
* xyz -1 1
C -1.96567 0.99613 0.92419
C 0.88212 -0.88477 -0.88289
N -1.54295 0.27702 -0.00016
O -1.51024 1.78267 -0.09971
O -2.53115 1.22692 1.93665
Cl 2.32785 0.13044 -0.32987
Cl 1.29517 -2.55607 -0.71463
Cl 0.65640 -0.45205 -2.58759
H 0.11111 -0.40720 -0.27033
*
```